{"formula": "C36H34BiN11S3", "method": "ωB97M-V/def2-TZVPD", "elements": ["Bi", "C", "N", "C", "C", "C", "C", "C", "C", "C", "N", "C", "C", "C", "C", "C", "C", "N", "C", "C", "H", "H", "H", "H", "H", "H", "H", "H", "H", "H", "H", "H", "H", "H", "H", "H", "H", "H", "H", "H", "N", "C", "C", "C", "C", "C", "C", "S", "N", "C", "C", "C", "C", "C", "C", "N", "H", "H", "H", "H", "H", "H", "H", "H", "H", "S", "C", "C", "N", "C", "S", "C", "N", "N", "C", "C", "N", "C", "C", "N", "H", "H", "H", "H", "H"], "positions_angstrom": [[0.213145, 0.100471, -0.885599], [-2.940373, -2.252220, -1.342228], [-2.727713, -1.236299, -0.312161], [-3.049722, -1.768902, 0.999816], [-3.360102, -0.004366, -0.653541], [-4.488403, 0.455806, 0.016570], [-5.084192, 1.658939, -0.333738], [-4.566191, 2.403221, -1.381540], [-3.434868, 1.958370, -2.045311], [-2.801075, 0.773338, -1.684236], [-1.580062, 0.381468, -2.270267], [-1.539395, 0.108960, -3.618090], [-2.651948, 0.208279, -4.474953], [-2.558307, -0.103510, -5.817826], [-1.361821, -0.541275, -6.366574], [-0.268750, -0.686848, -5.529220], [-0.349422, -0.378807, -4.180125], [0.785899, -0.623711, -3.297117], [2.016716, -0.015186, -3.838275], [0.975676, -2.079337, -3.146265], [-4.010189, -2.427573, -1.518625], [-2.498972, -3.193293, -1.013599], [-2.482982, -1.952193, -2.281714], [-4.055502, -2.211388, 1.048999], [-2.989775, -0.981587, 1.748038], [-2.318913, -2.535887, 1.256214], [-4.910667, -0.131314, 0.820961], [-5.956107, 2.004644, 0.205254], [-5.024731, 3.340845, -1.666372], [-2.996089, 2.556190, -2.835170], [-3.599489, 0.533239, -4.071203], [-3.436749, -0.004443, -6.442711], [-1.281786, -0.775905, -7.418488], [0.661685, -1.058601, -5.936769], [2.332255, -0.538930, -4.743634], [2.808109, -0.087268, -3.095782], [1.828192, 1.030218, -4.067003], [1.185490, -2.544455, -4.113717], [0.062085, -2.520075, -2.742495], [1.809707, -2.268189, -2.471099], [3.211022, -0.913838, 2.844094], [3.454112, 0.006783, 3.878871], [4.435930, -0.216132, 4.829760], [4.652296, 0.725634, 5.825911], [3.863230, 1.863268, 5.897535], [2.857581, 2.066895, 4.962312], [2.675680, 1.152936, 3.937803], [1.516147, 1.419544, 2.637932], [1.081767, -0.171264, 2.184034], [1.965836, -1.089914, 2.293233], [1.666478, -2.459283, 1.761205], [2.374148, -3.573194, 2.196697], [2.088380, -4.812992, 1.648202], [1.096302, -4.905319, 0.691448], [0.425525, -3.742567, 0.340639], [0.693224, -2.549246, 0.852660], [3.892782, -1.642007, 2.721756], [5.044296, -1.111017, 4.777401], [5.438815, 0.563223, 6.549799], [4.031212, 2.595134, 6.675278], [2.236618, 2.952548, 5.002874], [3.125522, -3.506168, 2.970315], [2.631926, -5.689674, 1.973288], [0.837628, -5.847915, 0.230575], [-0.364815, -3.774998, -0.400337], [1.440706, 2.293790, -1.430520], [2.957900, 2.081587, -0.557941], [3.517015, 3.312204, -0.085680], [3.936151, 4.320316, 0.277558], [3.570738, 0.905930, -0.278084], [2.993193, -0.680447, -0.677933], [4.779540, 0.919524, 0.503109], [5.734283, 0.861018, 1.141838], [-2.138764, 2.377433, 4.000827], [-1.887593, 2.678154, 2.689341], [-1.437617, 1.683021, 1.802363], [-1.170985, 1.957742, 0.544843], [-1.356309, 3.214377, 0.124053], [-1.829746, 4.172180, 0.992670], [-2.091357, 3.918819, 2.275918], [-1.664767, 1.583205, 4.394789], [-2.255719, 3.171094, 4.608248], [-1.268169, 0.667628, 2.141358], [-1.121619, 3.441927, -0.905422], [-1.993188, 5.187638, 0.654974]], "forces_ev_per_a": [[-0.076, -0.065, -0.250], [0.018, -0.008, 0.001], [0.091, 0.003, -0.016], [-0.027, 0.038, 0.025], [0.022, 0.033, -0.026], [-0.011, 0.012, 0.001], [-0.004, 0.010, -0.025], [-0.023, 0.015, 0.027], [0.059, 0.048, 0.074], [-0.049, -0.033, 0.071], [0.086, 0.116, -0.005], [0.009, -0.060, 0.036], [-0.013, 0.025, 0.024], [0.020, -0.015, -0.014], [-0.017, 0.015, -0.001], [0.002, -0.003, 0.026], [0.017, -0.005, -0.032], [-0.070, -0.007, 0.040], [0.043, 0.030, -0.001], [0.013, -0.022, 0.026], [-0.012, -0.015, 0.022], [0.063, -0.018, -0.009], [0.008, 0.036, -0.051], [0.008, -0.013, 0.008], [0.033, 0.037, 0.038], [-0.004, -0.043, -0.011], [-0.017, 0.026, -0.004], [-0.010, 0.002, 0.010], [-0.014, 0.012, -0.006], [0.015, -0.003, -0.011], [-0.005, -0.004, -0.020], [-0.015, 0.002, -0.004], [0.000, -0.008, -0.011], [0.035, -0.009, -0.007], [-0.002, 0.001, -0.036], [-0.031, 0.010, -0.048], [0.004, -0.007, 0.009], [-0.003, -0.010, 0.012], [-0.014, -0.019, 0.013], [0.004, -0.012, -0.004], [-0.021, -0.067, 0.048], [0.037, 0.037, 0.004], [-0.019, -0.018, -0.014], [-0.021, 0.024, 0.007], [0.025, -0.025, 0.013], [-0.025, 0.000, -0.034], [0.014, -0.023, -0.009], [-0.005, 0.083, 0.031], [-0.093, -0.087, 0.224], [0.146, 0.070, -0.185], [-0.062, 0.022, 0.079], [0.010, -0.059, 0.065], [-0.034, -0.004, -0.012], [0.008, -0.002, 0.024], [-0.019, 0.020, -0.040], [0.059, 0.035, -0.031], [-0.009, 0.009, -0.077], [0.008, -0.005, -0.009], [0.013, 0.003, 0.009], [0.001, 0.007, 0.008], [-0.010, 0.017, 0.005], [-0.001, 0.086, 0.011], [0.006, -0.013, -0.003], [-0.007, -0.005, -0.010], [-0.047, 0.010, -0.034], [-0.018, -0.048, -0.049], [0.032, 0.010, 0.019], [-0.009, -0.045, -0.057], [0.008, 0.033, 0.039], [-0.056, -0.024, 0.011], [0.030, 0.007, 0.088], [-0.008, 0.010, -0.066], [0.026, 0.002, 0.047], [-0.129, -0.042, 0.043], [0.036, 0.033, -0.103], [-0.123, -0.107, 0.053], [0.144, -0.068, 0.009], [-0.090, 0.053, -0.028], [-0.006, -0.002, -0.014], [0.006, -0.029, 0.035], [0.048, 0.015, 0.017], [0.031, 0.004, 0.017], [-0.008, -0.018, -0.001], [0.000, -0.002, 0.013], [-0.002, 0.011, -0.013]], "lowdin_charge": [1.5406, -0.0631, -0.2150, -0.0974, -0.2258, -0.0273, -0.0816, -0.0852, -0.0594, -0.3006, -0.1592, -0.2601, -0.0251, -0.0898, -0.0978, -0.0412, -0.2213, -0.3126, -0.1195, -0.1015, 0.0997, 0.0708, 0.0703, 0.0905, 0.0777, 0.0746, 0.1016, 0.1014, 0.1034, 0.1239, 0.1013, 0.1030, 0.0973, 0.1065, 0.0860, 0.0182, 0.0775, 0.0949, 0.0810, 0.0395, 0.1225, -0.2546, -0.0178, -0.0796, -0.0855, -0.0912, -0.4405, 0.9998, -0.2440, -0.4335, -0.2495, -0.0069, -0.0486, -0.0465, -0.1386, 0.0713, 0.1301, 0.1146, 0.1045, 0.1037, 0.1069, 0.1122, 0.1128, 0.1076, 0.0906, 0.5655, -0.7310, -0.3026, 0.1679, -0.7511, 0.5625, -0.2904, 0.1729, 0.1366, -0.3866, -0.1603, -0.0322, -0.1682, -0.0997, 0.1356, 0.0912, 0.0978, 0.0845, 0.0811, 0.1105], "energy_ha": -3403.74761, "orbital_gap_ev": 6.98, "e_lumo_ev": -0.300, "homo_energy_ha": -0.267}